Entry 1:
DFT (ωB97M-V/def2-TZVPD) results for a molecular structure, C28H61AsN4O2PbSi4.

Properties
**Orbital gap**: 7.5 eV
**Total charge**: 0
**HOMO**: -7.01 eV

Last column: Löwdin charge in e.
CARTESIAN COORDINATES (ANGSTROEM)
Pb 0.314079 0.885848 1.100589  1.07
C 2.067290 0.375695 -3.867177  -0.17
C 0.574954 0.612714 -4.081868  -0.25
N -0.193572 0.750266 -2.859989  -0.06
C -1.612298 0.782388 -3.145158  -0.24
C -2.481852 0.729849 -1.891254  -0.21
N -2.034231 1.643864 -0.854952  -0.13
C -2.062362 3.051983 -1.221354  -0.23
C -1.542194 3.886927 -0.050778  -0.17
C -0.044333 4.189308 -0.097363  -0.24
N 0.810750 3.027107 -0.325805  -0.17
C 2.191872 3.465706 -0.522808  -0.21
C 3.138231 2.288471 -0.786726  -0.21
N 2.510730 1.308659 -1.649580  -0.08
C 2.770236 1.467762 -3.063494  -0.23
H 2.519463 0.307312 -4.857345  0.11
H 2.224325 -0.580019 -3.366254  0.10
H 0.191367 -0.214103 -4.712011  0.12
H 0.443875 1.540887 -4.650939  0.12
H 0.022310 -0.010061 -2.221555  0.10
H -1.931217 -0.050678 -3.801814  0.12
H -1.809375 1.707148 -3.698136  0.11
H -2.448402 -0.275670 -1.464839  0.10
H -3.521820 0.928148 -2.210617  0.12
H -2.641328 1.516464 -0.049408  0.09
H -3.082991 3.375283 -1.491475  0.12
H -1.431422 3.199326 -2.100055  0.11
H -1.765299 3.359262 0.875303  0.06
H -2.069438 4.841674 -0.022475  0.12
H 0.248156 4.623352 0.866541  0.11
H 0.139539 4.947255 -0.877701  0.12
H 0.527422 2.550612 -1.183138  0.06
H 2.528890 3.990975 0.375733  0.12
H 2.237782 4.171227 -1.367615  0.12
H 3.367126 1.810470 0.163592  0.09
H 4.074670 2.686330 -1.210753  0.12
H 2.757191 0.371268 -1.357808  0.10
H 3.856160 1.445693 -3.290132  0.12
H 2.394079 2.447205 -3.374627  0.12
C -1.977395 -3.160954 -1.838792  -0.20
Si -0.702997 -3.573519 -0.453803  0.63
C 0.949106 -3.811005 -1.379334  -0.20
C -1.348237 -5.157062 0.413462  -0.31
C -1.579933 -6.463475 0.030524  -0.10
C -2.135023 -7.356206 0.937604  -0.09
C -2.440295 -6.949564 2.225900  -0.09
C -2.208485 -5.638437 2.620455  -0.09
C -1.675148 -4.738517 1.716583  -0.31
Si -1.199296 -2.879913 1.753407  0.60
C -0.044347 -2.535736 3.228963  -0.20
C -2.741259 -1.759744 1.997775  -0.20
H -2.077870 -4.005421 -2.517192  0.03
H -1.680778 -2.302861 -2.434411  -0.01
H -2.960862 -2.963785 -1.423797  0.02
H 0.931508 -4.693423 -2.015376  0.03
H 1.772204 -3.916718 -0.683410  0.01
H 1.156712 -2.950319 -2.009866  0.01
H -1.333725 -6.796043 -0.969300  0.10
H -2.330442 -8.377214 0.639418  0.10
H -2.866703 -7.653819 2.928078  0.10
H -2.454861 -5.329844 3.629065  0.10
H -0.543843 -2.726417 4.176158  0.03
H 0.299615 -1.505642 3.230921  -0.02
H 0.831556 -3.173397 3.179705  0.03
H -3.215807 -1.969841 2.952270  0.02
H -3.479249 -1.926476 1.219912  0.02
H -2.475453 -0.705147 1.983199  -0.02
C 3.862295 -1.762397 0.958031  0.01
C 2.579414 -0.951895 1.038534  -0.78
O 1.489442 -1.488229 0.783050  -0.19
O 2.675026 0.270134 1.336845  -0.23
H 3.723721 -2.720069 1.450886  0.08
H 4.686653 -1.216488 1.409980  0.08
H 4.079393 -1.947721 -0.090612  0.08
C 1.038816 0.371716 6.657053  -0.22
Si 1.953538 0.940860 5.062537  0.26
C 3.224787 2.225923 5.713594  -0.26
C 3.001987 -0.565541 4.526386  -0.20
As 0.704965 2.183518 3.464622  0.58
Si -1.424322 2.178109 4.485003  0.22
C -2.732403 2.911824 3.283132  -0.24
C -2.239428 0.555567 5.128035  -0.20
C -1.358622 3.443312 5.926772  -0.24
H 1.755971 0.239995 7.462538  0.03
H 0.522554 -0.574118 6.526248  0.01
H 0.312066 1.108607 6.982991  0.00
H 3.852301 1.815237 6.501022  0.02
H 2.708952 3.095700 6.113950  0.01
H 3.873279 2.565539 4.910126  0.02
H 3.912087 -0.632408 5.117005  0.03
H 3.288021 -0.463314 3.488669  -0.01
H 2.466078 -1.503016 4.634939  0.01
H -2.879868 2.263638 2.421618  -0.01
H -2.409441 3.886225 2.930289  0.01
H -3.700149 3.041918 3.756123  0.03
H -2.895640 0.125439 4.377190  0.00
H -2.837854 0.723937 6.021097  0.03
H -1.491924 -0.193336 5.369284  -0.01
H -1.002002 4.400567 5.555400  0.02
H -0.665369 3.115686 6.695420  0.00
H -2.323028 3.606656 6.399078  0.02

Force components x, y, z for each atom (eV/Å):
0.2 -0.4 -0.3
-0.2 0.5 0.1
0.2 -0.2 -0.2
0.0 0.0 0.2
-0.3 -0.1 0.0
0.0 0.0 -0.3
-0.1 0.1 0.1
-0.2 0.1 0.2
0.3 -0.1 -0.2
-0.3 0.3 0.2
0.0 -0.1 0.0
0.4 0.0 -0.1
-0.1 0.3 0.2
0.1 -0.3 0.2
0.1 -0.1 -0.3
0.1 -0.1 0.0
0.0 -0.2 0.0
0.0 0.2 0.0
0.0 -0.1 -0.1
0.0 0.0 0.1
0.0 0.2 0.1
-0.1 -0.1 0.0
0.0 0.0 0.0
0.1 -0.1 0.1
0.1 0.0 0.0
0.1 0.0 -0.1
0.0 0.0 -0.1
-0.1 0.0 0.1
0.0 0.0 0.1
0.0 0.1 -0.2
0.0 -0.1 0.1
0.0 -0.2 0.0
-0.1 0.1 -0.1
-0.1 0.0 0.1
0.1 0.0 -0.1
-0.1 -0.1 0.1
0.1 0.0 0.0
-0.2 0.1 0.1
0.0 0.0 -0.1
0.4 0.1 0.6
-0.3 -0.8 -0.8
-0.4 0.2 0.5
0.3 0.8 -0.1
-0.1 -0.4 -0.1
0.1 -0.1 -0.3
-0.1 0.1 0.3
-0.2 -0.2 0.2
0.2 0.8 -0.2
-0.5 -0.3 0.7
-0.1 0.0 -0.7
0.6 -0.4 -0.3
0.1 -0.2 0.0
0.1 0.2 -0.1
-0.2 0.1 0.1
-0.2 -0.1 -0.1
0.2 0.0 0.2
0.0 0.2 -0.1
0.0 -0.1 -0.1
0.0 -0.1 0.0
0.0 -0.1 0.0
0.0 0.0 0.1
-0.3 -0.1 0.1
0.1 0.2 0.0
0.2 -0.1 -0.1
0.0 -0.1 0.2
-0.1 -0.1 -0.2
0.1 0.2 0.0
-0.2 0.2 0.2
0.4 -0.5 -0.1
-0.2 -0.4 -0.1
-0.2 0.9 0.1
0.0 -0.1 0.0
0.0 0.0 0.0
0.1 -0.1 -0.1
-0.1 0.3 -0.8
0.9 -0.1 1.1
-0.5 -0.3 -0.4
-0.5 0.5 -0.2
-0.2 -0.1 0.6
-1.0 0.4 0.5
0.7 -0.3 0.2
0.6 0.4 -0.3
0.2 -0.5 -0.5
0.3 0.0 0.0
-0.1 -0.2 -0.1
-0.2 0.1 0.1
0.0 -0.2 0.1
-0.1 0.1 0.0
0.1 0.1 -0.2
0.1 0.1 0.2
0.1 0.0 -0.2
-0.2 -0.1 0.0
0.0 -0.1 -0.2
0.1 0.2 -0.1
-0.1 -0.1 0.3
-0.1 0.0 -0.2
0.0 0.2 0.1
0.1 -0.2 0.1
0.1 0.1 -0.1
0.1 0.0 0.2
-0.3 -0.1 0.0

=====

Entry 2:
DFT (ωB97M-V/def2-TZVPD) results for a single C4H6N2OS molecule.

Properties
**Orbital gap**: 8.7 eV
**Relative energy (zero: lowest compared OMol25 entry of this formula, charge and spin)**: 323.7 kJ/mol
**Total charge**: 0
**HOMO**: -8.28 eV

Last column: Löwdin charge in e.
CARTESIAN COORDINATES (ANGSTROEM)
N -1.073491 -1.649566 -0.594869  0.06
C -0.595342 -0.628442 0.369704  -0.36
C -1.266545 0.699729 0.166924  -0.02
C -0.309831 1.622247 -0.031113  0.01
N 0.950222 0.959391 -0.035012  -0.18
O 2.093846 1.637874 -0.269901  0.03
C 0.872298 -0.351572 0.142686  -0.76
S 2.151105 -1.375583 0.082900  0.67
H -1.915435 -2.033051 -0.294505  0.04
H -0.411208 -2.422521 -0.647294  0.06
H -0.634364 -0.967059 1.415278  0.15
H -2.341504 0.896262 0.233179  0.12
H -0.347023 2.649367 -0.207455  0.11
H 2.827266 0.962921 -0.330526  0.08

Force components x, y, z for each atom (eV/Å):
1.9 0.9 -0.2
-0.3 -1.1 -0.6
0.3 1.0 0.3
-0.2 -2.2 0.2
-0.6 -0.1 0.1
1.0 0.2 -0.2
-0.1 0.5 -0.2
0.3 -0.3 0.0
-1.8 -0.6 0.6
0.1 0.3 0.1
-0.3 0.1 0.0
0.6 -0.2 -0.1
0.0 1.4 -0.2
-1.0 0.1 0.1

=====

Entry 3:
DFT (ωB97M-V/def2-TZVPD) results for a single C20H23N3O6 molecule.

Properties
**Orbital gap**: 8.5 eV
**Relative energy (zero: lowest compared OMol25 entry of this formula, charge and spin)**: 0.0 kJ/mol
**Total charge**: 0
**HOMO**: -8.43 eV

Last column: Löwdin charge in e.
CARTESIAN COORDINATES (ANGSTROEM)
C -0.554953 -2.633373 -6.600629  -0.06
C -1.836088 -1.835689 -6.407701  -0.22
O -2.131491 -1.639570 -5.022588  0.00
C -1.475571 -0.631205 -4.411355  -0.54
O -0.703369 0.113122 -4.949290  0.12
N -1.854342 -0.613131 -3.094999  0.16
C -1.454155 0.256369 -2.089579  -0.21
C -1.991560 0.066401 -0.808085  -0.02
C -1.622287 0.879437 0.234129  -0.01
C -0.698988 1.916864 0.047420  -0.10
C -0.206776 2.778266 1.092910  -0.14
C -0.556905 2.495517 2.528411  -0.04
N -0.185182 1.140541 2.881651  0.07
C -1.063125 0.256543 3.526180  -0.51
O -2.183512 0.526331 3.874382  0.10
N -0.397699 -0.909463 3.651611  0.16
C 0.897361 -0.907998 3.004523  -0.38
C 0.848006 -1.820313 1.758884  -0.16
C 2.130558 -1.822913 0.937590  -0.08
C 2.025862 -1.282183 3.972156  -0.16
C 2.012734 -0.424167 5.232362  -0.08
C 1.003206 0.551119 2.560460  -0.37
O 1.932485 1.086179 2.013098  0.14
C 0.612809 3.798927 0.765466  0.08
C 1.043608 4.048492 -0.598975  -0.43
O 1.738717 4.965972 -0.951595  0.12
O 0.632834 3.144766 -1.543038  0.14
C -0.203291 2.129401 -1.251996  -0.16
C -0.567486 1.298440 -2.307808  0.09
H -0.397732 -2.815612 -7.659577  0.08
H -0.620965 -3.586699 -6.081605  0.08
H 0.291640 -2.074015 -6.210547  0.08
H -1.749414 -0.858291 -6.892430  0.12
H -2.700563 -2.372735 -6.802661  0.12
H -2.526633 -1.322866 -2.836690  0.16
H -2.707853 -0.725556 -0.644090  0.11
H -2.071833 0.724303 1.201674  0.11
H -0.034539 3.203039 3.179648  0.14
H -1.634511 2.576424 2.706572  0.14
H -0.821905 -1.734566 4.038582  0.17
H 0.618308 -2.835641 2.093441  0.12
H 0.019564 -1.477727 1.131500  0.11
H 2.447486 -0.805732 0.724860  0.07
H 2.931490 -2.336284 1.462171  0.07
H 1.958626 -2.334850 -0.005870  0.08
H 2.972586 -1.139912 3.452193  0.12
H 1.927604 -2.337503 4.236823  0.12
H 1.063353 -0.510244 5.756330  0.07
H 2.805946 -0.741035 5.904394  0.08
H 2.176135 0.621153 4.980583  0.08
H 1.019795 4.467385 1.507039  0.13
H -0.157986 1.484280 -3.285935  0.12

Force components x, y, z for each atom (eV/Å):
-0.3 0.2 0.2
0.3 0.0 -0.4
-0.1 0.0 0.3
-0.3 -0.2 0.1
0.3 0.2 -0.2
-0.4 -0.4 0.0
0.3 0.4 0.2
-0.1 -0.1 -0.1
0.1 0.1 -0.2
0.1 0.0 -0.5
0.4 0.6 -0.1
0.0 0.2 0.1
-0.2 0.3 0.1
0.1 -0.1 0.1
-0.4 0.2 0.1
0.1 -0.2 0.1
0.3 -0.5 -0.2
0.2 0.2 0.0
-0.1 0.0 0.0
-0.1 0.4 0.0
0.1 -0.2 -0.1
0.0 -0.3 0.1
0.2 0.1 0.0
-0.4 -0.4 0.3
0.2 0.5 0.1
-0.2 -0.3 0.1
0.2 0.0 -0.3
-0.7 -0.7 0.5
0.2 0.2 -0.1
0.0 0.0 -0.1
0.0 -0.1 0.0
0.1 0.0 0.0
-0.1 -0.2 0.0
0.1 0.1 0.0
0.1 0.1 -0.1
-0.1 -0.1 0.0
-0.1 0.0 0.1
-0.1 0.0 -0.1
0.1 0.0 0.0
-0.1 0.1 0.0
-0.1 0.0 0.0
-0.1 -0.1 0.1
0.1 0.0 -0.1
0.1 0.0 0.0
0.0 -0.1 -0.1
0.0 -0.1 0.0
0.0 -0.1 -0.1
0.0 0.0 0.1
0.1 0.0 0.1
0.0 0.1 0.0
0.1 0.0 0.1
0.0 0.0 -0.1

=====

Entry 4:
DFT (ωB97M-V/def2-TZVPD) results for a molecular structure, C28H54AuP2Si.

Properties
**Orbital gap (alpha / beta)**: 5.1 / 5.0 eV
**Relative energy (zero: lowest compared OMol25 entry of this formula, charge and spin)**: 519.3 kJ/mol
**Total charge**: +1
**<S²>**: 2.02
**Spin multiplicity**: 3
**HOMO (alpha / beta)**: -9.29 / -9.20 eV

Last column: Löwdin charge in e.
CARTESIAN COORDINATES (ANGSTROEM)
Au 0.141798 -0.270749 -2.438294  1.04
C -1.938969 1.549958 2.945185  -0.24
C -2.588043 0.285817 2.908775  -0.19
C -0.458732 -0.028211 3.716438  -0.17
C -0.623132 1.361584 3.450213  -0.19
C -1.677490 -0.685719 3.393258  -0.22
C -2.544233 2.846405 2.590899  -0.07
H -3.335735 2.734654 1.839357  0.06
H -1.793309 3.537711 2.186094  0.07
H -2.994001 3.337404 3.467700  0.10
C 0.359370 2.428491 3.733649  -0.02
H 0.074992 3.361865 3.227929  0.08
H 1.368746 2.143500 3.395191  0.04
H 0.416714 2.642725 4.817023  0.11
C 0.732531 -0.654173 4.324370  -0.01
H 0.719061 -0.566005 5.425023  0.11
H 1.666325 -0.185307 3.975756  0.05
H 0.781974 -1.728009 4.090366  0.08
C -1.953557 -2.119213 3.619240  -0.06
H -2.148377 -2.326197 4.684379  0.09
H -1.100674 -2.746040 3.319057  0.06
H -2.837406 -2.440764 3.058233  0.07
C -3.996897 0.043701 2.545275  -0.02
H -4.669705 0.209443 3.401770  0.11
H -4.148180 -0.988761 2.207968  0.08
H -4.326442 0.712255 1.741847  0.07
C -0.265337 0.797427 -4.109919  -0.28
C -1.287639 1.713070 -3.445959  -0.46
C -2.737861 1.282653 -3.739829  -0.19
C -3.077309 -0.203564 -3.657217  -0.18
C -2.103866 -0.998312 -2.825993  -0.17
C -1.021298 -1.744025 -3.377661  -0.30
C -0.716735 -1.659343 -4.873198  -0.16
C -0.591767 -0.159133 -5.222280  -0.17
H -2.964235 1.596578 -4.757021  0.12
H -3.195263 -0.599853 -4.679248  0.12
H -3.374841 1.851613 -3.068786  0.10
H -1.494424 0.199726 -5.722077  0.12
H 0.746617 1.249129 -4.230600  0.12
H -1.171860 2.743234 -3.810070  0.11
H 0.264739 -0.025680 -5.896203  0.13
H 0.240970 -2.174684 -5.082480  0.10
H -0.727626 -2.681978 -2.902591  0.08
H -1.480706 -2.127350 -5.529398  0.14
H -4.081350 -0.311419 -3.212908  0.13
H -2.373995 -1.179236 -1.770675  0.08
P -0.725231 1.963316 -1.685231  0.88
P 1.065093 -2.366682 -0.080721  0.87
C 1.825235 -1.621627 -2.901702  -0.28
C 1.691062 -2.712155 -1.887779  -0.44
H 2.852472 -1.240064 -2.954463  0.05
H 1.432097 -1.942713 -3.884201  0.01
H 0.974709 -3.474869 -2.261106  0.06
H 2.711914 -3.113694 -1.773080  0.08
C 1.759500 -3.851261 0.747156  -0.29
H 1.128824 -3.995174 1.629010  0.04
H 2.780164 -3.606535 1.065535  0.02
H 1.749252 -4.747664 0.115934  0.05
C -0.702582 -2.874415 -0.272237  -0.31
H -0.866235 -3.692798 -0.992202  0.05
H -1.268412 -1.991988 -0.599857  -0.02
H -1.054956 -3.174003 0.722531  0.03
C 0.078177 3.545156 -1.814038  -0.23
H -0.500303 4.367610 -1.386668  0.07
H 0.251970 3.762753 -2.862641  0.05
H 1.038912 3.540684 -1.319764  0.03
C -2.230300 1.835347 -0.653175  -0.23
H -1.962557 1.534790 0.376827  0.03
H -2.898221 1.058301 -1.065484  0.05
H -2.738101 2.825435 -0.632378  0.07
C 5.309911 1.100238 0.617136  -0.20
Si 3.671838 0.609141 1.408382  0.42
C 3.681386 -1.232789 1.787979  -0.22
C 3.774270 1.449069 3.086326  -0.19
C 2.266901 1.267576 0.348164  -0.08
H 6.114459 0.805640 1.305973  0.04
H 5.355946 2.188561 0.481394  0.04
H 5.484893 0.616287 -0.351019  0.03
H 4.444769 -1.415911 2.559868  0.05
H 2.723995 -1.599610 2.180578  -0.01
H 3.953212 -1.829407 0.910166  0.02
H 3.423248 2.483271 3.048737  0.03
H 3.255461 0.913435 3.882930  0.01
H 4.843647 1.456552 3.330019  0.04
H 1.191833 1.223530 0.577624  -0.04
H 2.398907 1.911452 -0.517114  -0.03

Force components x, y, z for each atom (eV/Å):
2.0 0.4 2.8
2.8 0.5 0.7
0.6 -1.0 0.6
-1.5 -1.7 -0.1
-2.6 1.5 -1.2
1.0 0.7 0.0
-0.4 0.7 0.0
0.1 0.1 0.2
-0.2 -0.1 0.1
0.0 0.0 -0.2
0.4 0.3 0.0
0.2 -0.2 0.2
-0.4 0.2 0.2
0.0 -0.1 -0.4
0.5 -0.3 0.1
0.0 0.0 -0.3
-0.4 -0.2 0.1
0.0 0.3 0.1
-0.1 -0.6 0.2
0.0 -0.1 -0.3
-0.2 0.0 0.1
0.2 -0.1 0.1
-0.4 -0.2 -0.3
0.2 0.0 -0.2
0.0 0.2 0.1
0.0 0.0 0.1
1.4 1.0 0.3
-0.7 0.4 -1.2
0.2 0.8 0.0
-0.1 -0.2 0.3
0.7 -1.6 0.0
-3.0 -1.3 -0.6
0.0 0.3 0.2
0.5 0.2 -1.2
-0.1 0.3 0.0
0.3 -0.1 0.5
-0.2 0.1 -0.1
0.2 0.0 -0.1
-1.0 0.1 -0.2
-0.1 -0.3 -0.6
-0.5 -0.2 -0.3
-0.7 0.3 0.0
-0.1 0.5 0.1
0.3 0.2 0.6
0.4 0.0 -0.1
-0.1 -0.1 -0.9
-0.2 -2.9 -0.2
0.2 0.2 -1.2
-0.6 1.2 -1.0
-0.4 -0.8 0.9
-0.6 0.3 -0.1
1.2 0.0 0.6
0.8 0.0 0.3
-0.5 -0.4 0.2
0.0 0.2 -0.1
0.2 -0.2 0.0
-0.3 -0.3 -0.1
0.0 0.2 0.1
0.1 0.0 0.0
0.1 0.1 0.4
0.1 -0.4 0.3
-0.1 0.1 -0.2
0.1 1.1 0.5
-0.1 -0.1 0.0
0.0 0.0 -0.1
0.2 -0.1 0.2
-0.2 1.0 0.3
0.0 0.2 -0.5
0.4 0.4 0.1
0.0 -0.7 0.1
-0.2 -0.2 -0.1
0.3 0.3 0.0
0.0 -0.1 0.0
0.0 0.1 0.0
-0.5 0.0 0.3
-0.1 0.1 -0.2
0.0 -0.2 0.0
0.0 0.1 0.1
-0.1 0.1 -0.2
0.2 0.2 -0.1
-0.1 0.1 0.1
0.1 -0.1 0.1
0.1 0.2 0.0
-0.2 0.1 0.1
0.5 -0.3 0.3
0.4 -0.1 0.0

=====

no.,E_tot (eV)
1,-137682.12578
2,-20105.98696
3,-37871.64706
4,-60047.12717